Computed, not measured: a 3-piece molecular cluster, C8H10P2 overall, with ωB97M-V/def2-TZVPD.

The total energy comes out at -993.3697 hartree. As for the structure (SMILES): P#Cc1ccccc1.[H][H].C=P. The value obtained for the LUMO energy is -0.4 eV. Its HOMO energy is -0.3232 Ha. As for the energy above the lowest of the compared OMol25 structures with the same formula, charge and spin: 47.5 kcal/mol. Its charge is 0.

Last column: Löwdin charge in e.
Atoms and positions in Å:
1 H -0.93 -0.72 -5.06  0.00
2 H -1.20 -0.07 -5.10  0.00
3 C -0.43 0.37 0.93  -0.18
4 C -2.70 0.20 0.22  -0.10
5 C -2.28 -0.59 -0.83  -0.10
6 H 0.31 0.91 1.60  0.13
7 C -1.78 0.68 1.11  -0.11
8 H -0.73 -1.64 -1.78  0.12
9 C 1.40 -0.84 0.04  -0.58
10 C 1.69 2.12 -1.41  -0.49
11 H 2.59 2.40 -0.83  -0.02
12 H -0.51 1.50 -1.90  -0.09
13 H -2.16 1.45 1.74  0.10
14 P 2.98 -0.78 0.21  0.80
15 P 0.11 2.50 -0.96  0.78
16 C -1.00 -1.16 -0.82  -0.04
17 H 1.75 1.28 -2.12  -0.03
18 C -0.02 -0.59 0.03  -0.40
19 H -2.97 -0.84 -1.61  0.10
20 H -3.71 0.53 0.18  0.10